[1]
Formula: C35H67CsN13O3S2Se
Source: the OMol25 dataset
Level of theory: wB97M-V/def2-TZVPD

Output
- net charge = +1
- ΔE to the lowest compared entry with this formula, charge and spin (kcal/mol) = 22.01
- gap between HOMO and LUMO (eV) = 7.490

```
122
Properties=species:S:1:pos:R:3:forces:R:3
Cs -0.573 0.686 0.338 -0.30 -0.63 -2.68
C -4.169 -1.460 3.311 -0.03 -0.20 0.18
N -4.150 -1.159 1.894 0.06 0.11 -0.11
C -3.744 0.193 1.593 -0.26 0.05 -0.15
C -3.840 -2.139 0.982 -0.16 -0.20 0.24
N -3.018 -1.884 0.020 0.79 0.36 0.32
C -3.125 -2.518 -1.209 -0.25 -0.21 -0.44
C -4.404 -2.738 -1.733 0.04 -0.03 -0.08
C -4.620 -3.290 -2.980 -0.12 -0.10 0.04
C -3.529 -3.609 -3.771 -0.01 -0.15 -0.06
C -2.255 -3.366 -3.295 -0.14 -0.05 0.00
C -2.014 -2.841 -2.020 -0.35 -0.26 -0.31
N -0.704 -2.558 -1.676 0.14 0.55 0.59
C 0.300 -3.305 -2.021 0.13 -0.39 0.06
N 1.499 -2.716 -2.319 -0.22 -0.22 -0.01
C 2.748 -3.205 -1.780 0.11 -0.12 0.09
C 1.504 -1.351 -2.790 -0.17 0.16 -0.06
N 0.289 -4.678 -2.046 -0.04 0.34 -0.05
C 0.970 -5.432 -3.074 0.07 -0.09 -0.12
C -0.714 -5.414 -1.318 -0.09 -0.05 0.12
N -4.451 -3.350 1.243 0.12 0.26 -0.17
C -5.860 -3.427 1.562 -0.13 -0.03 0.08
C -3.887 -4.569 0.727 0.09 -0.17 -0.01
H -4.504 -0.570 3.842 -0.05 -0.06 0.04
H -3.170 -1.728 3.673 -0.05 0.05 0.04
H -4.850 -2.276 3.534 -0.02 0.01 0.09
H -4.451 0.882 2.061 0.07 0.04 0.02
H -3.771 0.335 0.517 0.02 0.12 -0.04
H -2.737 0.408 1.960 -0.11 0.01 0.15
H -5.248 -2.438 -1.125 -0.10 0.00 0.02
H -5.627 -3.451 -3.337 -0.07 -0.03 -0.02
H -3.670 -4.029 -4.755 0.00 -0.05 -0.13
H -1.399 -3.563 -3.925 0.05 -0.02 -0.08
H 2.716 -4.281 -1.644 0.05 0.00 0.01
H 2.972 -2.753 -0.802 -0.03 0.00 -0.10
H 3.558 -2.957 -2.468 0.02 -0.05 0.02
H 0.565 -1.142 -3.297 0.02 0.04 -0.01
H 2.331 -1.218 -3.489 0.05 0.05 0.04
H 1.608 -0.614 -1.988 0.06 0.04 -0.02
H 1.546 -4.765 -3.710 0.02 -0.04 0.01
H 0.229 -5.950 -3.691 0.04 -0.03 -0.05
H 1.634 -6.183 -2.636 0.01 0.02 -0.05
H -1.015 -4.834 -0.446 -0.02 -0.07 -0.04
H -0.276 -6.358 -0.982 -0.04 0.03 0.00
H -1.599 -5.630 -1.928 0.02 0.00 0.06
H -6.276 -2.428 1.681 0.01 -0.03 0.04
H -6.025 -4.001 2.478 -0.05 0.03 -0.02
H -6.391 -3.931 0.747 -0.04 0.01 0.00
H -2.817 -4.433 0.598 0.00 -0.09 -0.02
H -4.326 -4.861 -0.233 0.04 -0.04 0.02
H -4.061 -5.366 1.452 0.02 -0.05 0.00
N -3.508 2.515 -1.965 0.02 0.19 0.14
N -4.032 1.308 -2.470 -0.40 -0.05 -0.33
C -3.306 0.483 -3.278 -0.21 0.08 -0.19
N -4.008 -0.419 -4.002 -0.12 0.32 0.24
S -1.662 0.601 -3.369 0.64 0.05 -0.06
H -3.507 3.228 -2.702 0.07 -0.36 0.02
H -2.522 2.330 -1.768 -0.11 0.01 -0.03
H -5.038 1.324 -2.583 0.24 0.01 0.14
H -4.954 -0.636 -3.724 0.05 -0.05 -0.06
H -3.487 -1.184 -4.407 -0.02 0.10 0.17
N -0.631 -1.652 3.317 -0.17 -0.23 -0.03
C -0.313 -0.369 3.629 0.02 -0.42 0.63
N 0.164 -0.177 4.882 0.15 0.08 0.22
O -0.487 0.562 2.852 -0.03 0.32 1.35
H -0.246 -2.404 3.863 0.02 -0.01 0.01
H -0.775 -1.858 2.340 0.19 0.08 -0.01
H 0.227 -0.919 5.552 0.00 -0.08 0.05
H 0.331 0.759 5.200 0.02 0.05 -0.10
O 0.464 -1.623 0.602 1.05 -1.79 0.39
H -0.131 -1.955 -0.113 -0.07 -0.22 -0.32
H 1.173 -1.209 0.098 0.31 -0.29 0.07
C 2.806 5.963 -1.339 0.10 -0.09 0.07
C 3.575 5.658 -0.060 -0.20 0.12 0.00
C 2.666 5.459 1.152 0.21 -0.20 -0.10
C 1.843 4.170 1.103 -0.28 0.69 0.04
N 2.685 3.004 1.095 0.19 -0.48 -0.27
C 2.881 2.177 0.036 0.05 -0.19 0.00
Se 1.929 2.199 -1.498 -0.12 0.12 -0.84
N 3.828 1.259 0.380 -0.35 0.48 0.18
C 4.269 0.151 -0.435 -0.02 -0.32 -0.56
C 5.005 0.537 -1.719 0.13 0.03 0.24
C 6.381 1.160 -1.501 -0.15 0.04 -0.02
C 6.322 2.594 -0.992 0.11 -0.11 -0.03
C 4.193 1.469 1.692 -0.06 0.38 0.66
C 5.058 0.785 2.533 -0.03 0.10 -0.10
C 5.164 1.243 3.836 0.05 -0.06 0.02
C 4.429 2.333 4.292 -0.01 -0.02 0.09
C 3.561 3.019 3.459 -0.08 0.02 -0.14
C 3.459 2.581 2.148 0.61 -0.59 0.33
H 3.494 6.184 -2.150 0.02 0.01 -0.13
H 2.158 6.826 -1.205 -0.08 0.14 0.02
H 2.195 5.115 -1.640 -0.07 -0.03 -0.08
H 4.252 6.488 0.155 0.07 -0.08 0.02
H 4.190 4.766 -0.206 0.11 0.01 0.02
H 1.972 6.297 1.220 -0.06 0.08 0.10
H 3.282 5.456 2.053 -0.06 0.08 0.10
H 1.222 4.138 0.207 0.00 -0.11 0.10
H 1.182 4.109 1.971 -0.03 -0.04 -0.02
H 3.386 -0.443 -0.704 0.10 0.07 0.08
H 4.915 -0.467 0.191 -0.07 0.01 -0.02
H 4.377 1.222 -2.292 0.02 -0.13 -0.06
H 5.123 -0.380 -2.300 -0.10 -0.06 -0.03
H 6.906 1.151 -2.457 0.07 -0.05 -0.02
H 6.959 0.544 -0.811 0.13 -0.09 0.01
H 5.628 3.169 -1.599 -0.10 0.17 -0.04
H 7.302 3.061 -1.059 0.08 0.10 0.04
H 6.001 2.639 0.045 -0.03 0.10 0.11
H 5.632 -0.067 2.200 0.01 -0.02 -0.02
H 5.829 0.731 4.512 0.08 -0.03 0.11
H 4.532 2.646 5.320 0.02 0.03 0.06
H 2.976 3.850 3.823 0.00 0.10 0.00
C -2.158 3.435 2.862 -0.22 -0.18 -0.63
S -2.538 3.190 1.083 -1.20 1.76 1.45
C -3.017 4.932 0.782 -0.04 -0.69 -0.02
O -1.232 3.021 0.425 0.42 2.33 -0.53
H -1.485 4.277 2.975 0.10 0.16 -0.07
H -1.681 2.529 3.220 0.02 -0.17 -0.02
H -3.088 3.611 3.390 -0.18 0.04 0.12
H -3.961 5.128 1.277 -0.17 0.04 0.08
H -3.128 5.047 -0.290 -0.06 -0.05 -0.13
H -2.239 5.591 1.149 0.17 -0.01 0.08
```
Positions in Å, forces in eV/Å.



[2]
Formula: C5H5ClN2O4
Source: the OMol25 dataset
Level of theory: wB97M-V/def2-TZVPD

Output
- ΔE to the lowest compared entry with this formula, charge and spin (kcal/mol) = 44.87
- gap between HOMO and LUMO (eV) = 10.639

```
17
Properties=species:S:1:pos:R:3:forces:R:3
C -2.037 1.232 -1.182 0.66 -7.26 3.00
C -0.491 -0.201 0.342 3.42 0.46 -0.97
C 2.714 -0.371 0.338 0.22 -1.70 -1.15
C 1.760 0.595 -0.387 1.58 1.64 2.62
C -1.812 -0.509 -0.378 1.09 4.15 -2.70
N -2.248 2.197 -1.717 -0.50 3.09 -1.63
N -2.737 -0.537 0.716 -0.92 0.43 0.02
O -0.309 -0.172 1.519 -0.65 0.01 -0.36
O -3.336 0.464 0.959 -0.92 0.61 0.65
O -2.669 -1.559 1.318 -0.59 -1.46 1.12
O 0.454 0.086 -0.607 -1.84 -0.42 0.41
Cl -1.944 -1.837 -1.476 0.24 0.73 0.31
H 2.112 -0.809 1.150 0.55 0.55 0.20
H 2.974 -1.320 -0.264 -0.03 1.66 0.56
H 3.643 0.166 0.710 -1.24 -0.82 -0.46
H 1.991 1.048 -1.321 0.72 -0.53 -1.09
H 1.935 1.527 0.279 -1.78 -1.14 -0.54
```
Positions in Å, forces in eV/Å.



[3]
Formula: C4H11N2O2P
Source: the OMol25 dataset
Level of theory: wB97M-V/def2-TZVPD

Output
- ΔE to the lowest compared entry with this formula, charge and spin (kcal/mol) = 19.56
- gap between HOMO and LUMO (eV) = 10.163

```
20
Properties=species:S:1:pos:R:3:forces:R:3
C 0.041 -2.706 -0.175 0.53 -2.88 1.50
O -0.039 -1.568 -0.962 0.24 0.97 0.46
P 1.054 -0.447 -0.480 0.38 0.23 -2.82
O 2.359 -1.129 -0.311 -0.75 1.20 0.44
N 0.764 0.679 -1.755 0.53 0.00 2.10
C -0.610 1.274 -1.498 3.23 -0.64 -0.18
C -0.568 1.485 -0.006 0.31 -0.16 1.77
N 0.388 0.541 0.605 -0.14 -1.13 -1.25
C 0.652 0.674 1.958 -3.06 3.22 2.16
H -0.362 -3.563 -0.728 0.01 0.27 -0.06
H -0.534 -2.697 0.795 0.35 0.58 -0.84
H 1.113 -2.980 0.087 -1.26 0.44 -0.38
H 0.764 0.139 -2.567 -0.03 -0.65 -1.94
H -1.231 0.447 -1.766 -1.46 0.20 -0.15
H -0.632 2.159 -2.122 -0.73 0.11 0.15
H -0.380 2.415 0.516 0.80 1.05 -1.06
H -1.508 1.324 0.434 -1.80 -0.88 0.33
H 0.968 1.748 2.061 -0.79 -0.46 0.63
H -0.262 0.419 2.629 1.06 0.82 -1.05
H 1.404 0.231 2.480 2.59 -2.28 0.18
```
Positions in Å, forces in eV/Å.



[4]
Formula: C4H7NO2
Source: the OMol25 dataset
Level of theory: wB97M-V/def2-TZVPD

Output
- ΔE to the lowest compared entry with this formula, charge and spin (kcal/mol) = 11.42
- gap between HOMO and LUMO (eV) = 10.661

```
14
Properties=species:S:1:pos:R:3:forces:R:3
C -1.022 -1.109 0.867 -0.04 -0.04 0.05
C -0.315 -0.207 -0.138 0.02 -0.06 0.03
C -0.993 1.160 -0.234 -0.42 0.02 0.01
O -2.189 1.302 -0.168 0.58 -0.03 -0.02
C 1.160 -0.010 0.198 0.13 0.01 0.19
N 1.956 0.284 -0.871 0.07 -0.01 -0.01
O 1.586 -0.045 1.337 -0.17 0.03 -0.39
H -0.903 -0.703 1.875 -0.01 -0.07 -0.14
H -2.087 -1.162 0.629 0.16 -0.01 0.04
H -0.593 -2.115 0.853 -0.08 0.16 -0.01
H -0.390 -0.641 -1.147 0.00 0.08 0.09
H -0.319 2.029 -0.386 -0.11 -0.06 -0.01
H 1.643 0.171 -1.821 -0.01 0.00 0.14
H 2.942 0.415 -0.707 -0.12 -0.02 0.02
```
Positions in Å, forces in eV/Å.



[5]
Formula: C3H7IN3
Source: the OMol25 dataset
Level of theory: wB97M-V/def2-TZVPD

Output
- net charge = +1
- ΔE to the lowest compared entry with this formula, charge and spin (kcal/mol) = 117.55
- gap between HOMO and LUMO (alpha / beta) (eV) = 5.347 / 7.930

```
14
Properties=species:S:1:pos:R:3:forces:R:3
C -0.444 1.214 0.597 -1.05 -1.28 1.67
C 1.360 -0.655 -1.177 -1.06 1.69 0.07
C -0.165 -0.390 -0.937 1.96 -3.86 -0.56
N 1.845 0.557 -1.602 0.53 3.56 -1.81
N -0.270 -0.065 0.453 -0.12 1.02 1.44
N -0.772 1.853 1.681 0.26 0.93 -1.67
I 3.253 1.636 -0.713 0.04 -0.39 0.31
H 1.890 -0.870 -0.305 0.43 -1.97 1.56
H 1.507 -1.200 -2.059 0.13 -1.99 -0.88
H -0.488 0.421 -1.513 -0.34 1.24 -0.82
H -0.687 -1.287 -1.309 -0.34 0.25 0.95
H -0.003 -0.664 1.298 -0.52 0.71 -1.86
H -1.190 2.765 1.557 0.29 0.21 0.58
H -0.628 1.425 2.566 -0.22 -0.10 1.03
```
Positions in Å, forces in eV/Å.